Record 1
A structure of composition C16H21NO6S in a non-equilibrium geometry. Source: the OMol25 dataset; level of theory: ωB97M-V/def2-TZVPD.

Cartesian coordinates (Å):
1 S -4.61207 -0.41168 0.25743
2 O -4.40876 -1.70928 0.22209
3 O 7.20729 -1.20466 0.09739
4 O 0.50037 -1.82341 0.67478
5 O 0.93340 0.19556 0.08274
6 O -4.69844 0.11532 1.92736
7 O 7.34979 1.22430 0.37760
8 N -3.67569 0.77426 -0.66036
9 C -1.59609 0.86833 0.87327
10 C 3.04293 -1.11899 -0.03874
11 C -1.24755 -0.52998 -0.03216
12 C 5.12011 0.18239 0.27363
13 C 2.41621 -0.03842 0.09575
14 C 6.62730 0.35911 -0.01292
15 C 2.94370 1.41630 0.40695
16 C 8.65133 -0.88476 0.13230
17 C -2.85106 1.67948 0.10763
18 C 4.56548 -0.94731 -0.12221
19 C -6.11329 0.13235 -0.30572
20 C -1.51439 -0.21157 -1.43517
21 C 0.18688 -0.67185 0.37113
22 C -2.96905 0.10793 -1.82580
23 C 4.39189 1.32020 0.21571
24 C -7.25606 -0.67240 0.52007
25 H -6.04731 -0.02306 -1.38261
26 H -2.57011 2.47864 -0.26236
27 H 8.96926 -0.53196 1.06848
28 H -0.83179 1.77911 0.96630
29 H -8.35367 -0.62579 0.07065
30 H -3.33918 2.06761 1.11101
31 H 4.92361 2.29014 0.64249
32 H 8.82448 -2.12540 0.17425
33 H 2.58312 -1.94985 -0.26355
34 H -6.35073 1.17859 -0.20517
35 H -1.16303 -0.98871 -2.00493
36 H 4.98026 -1.99867 -0.30629
37 H -7.38211 -0.45982 1.52180
38 H -2.02577 -1.05229 0.48307
39 H -2.03545 0.71922 1.78768
40 H 2.48993 2.34638 0.42273
41 H -0.89714 1.01240 -1.66871
42 H -7.18214 -1.66908 0.26213
43 H 9.07669 -0.48722 -0.57160
44 H -3.47677 -0.85127 -1.50551
45 H -3.18640 0.73982 -2.54256

The HOMO energy is -9.09 eV. Its relative energy (zero: lowest compared OMol25 entry of this formula, charge and spin) is 1673.74 kJ/mol. The value obtained for the total energy is -41527.0245 eV.

In elementary charge units, the natural (NBO) charges are:
1. S 2.2036
2. O -0.8924
3. O -0.5969
4. O -0.6487
5. O -0.4674
6. O -0.9560
7. O -0.5015
8. N -0.6301
9. C -0.4066
10. C -0.2729
11. C -0.3340
12. C -0.2284
13. C 0.3160
14. C 0.7994
15. C -0.1939
16. C -0.2095
17. C -0.2237
18. C -0.0694
19. C -0.7037
20. C -0.3579
21. C 0.8065
22. C -0.2331
23. C -0.1754
24. C -0.6028
25. H 0.2346
26. H 0.1765
27. H 0.1789
28. H 0.2046
29. H 0.2128
30. H 0.2458
31. H 0.2312
32. H 0.1771
33. H 0.2544
34. H 0.2750
35. H 0.2192
36. H 0.2634
37. H 0.2410
38. H 0.2552
39. H 0.2193
40. H 0.2343
41. H 0.1693
42. H 0.2160
43. H 0.1486
44. H 0.2067
45. H 0.2147

***

Record 2
A cluster of 9 separate species, C48H79N2O22 in total in a non-equilibrium geometry. Source: the OMol25 dataset; level of theory: ωB97M-V/def2-TZVPD.

Cartesian coordinates (Å):
1 O -11.14569 -0.24381 5.58976
2 O -0.30493 -2.85896 -4.92121
3 O -0.34787 2.94648 -8.21204
4 O 2.08899 3.96675 2.75705
5 O -6.86501 -2.70381 4.56237
6 O 4.38363 -4.93746 -2.66279
7 O 1.41959 1.72548 -7.52666
8 O 7.93577 -7.65779 -0.75193
9 O -3.16150 -0.75169 3.08104
10 O -10.95528 -1.07698 3.50302
11 O -1.05446 7.59516 4.00611
12 O 0.39888 1.84837 -4.47846
13 O 1.38182 2.83361 -4.61427
14 O 6.75648 3.26407 1.83591
15 O -6.32871 -1.29185 6.23676
16 O 9.35385 -7.03797 -2.39995
17 O -1.72592 -0.15227 1.44891
18 O -2.19539 7.44917 2.06969
19 O -1.11261 -3.99472 -1.10231
20 O 0.33536 5.17831 2.02337
21 O 5.14735 2.03977 2.83010
22 O 1.51191 -2.94406 -3.72838
23 N -1.38810 -0.62891 -3.75605
24 N 0.79297 -0.02323 -3.07635
25 C 5.94366 3.12654 2.70785
26 C -1.34286 -3.07236 -1.83100
27 C 5.58097 -4.47566 -2.03789
28 C -13.22507 -1.33223 2.96997
29 C -0.10889 8.51061 4.57755
30 C 0.38959 -2.38547 -3.99373
31 C 6.67405 -0.72679 -1.92960
32 C 5.61688 4.13358 3.78900
33 C -0.14219 -1.15575 -3.14084
34 C -0.56387 -1.71743 -1.74470
35 C 7.88747 -8.92583 -2.73841
36 C 1.89346 0.56137 -0.93427
37 C 5.43706 -2.98563 -1.55348
38 C 4.21460 2.23819 3.90279
39 C 4.88290 0.05424 -0.29722
40 C 8.48986 -7.75803 -1.99122
41 C 7.01259 -8.74019 -0.55329
42 C 4.32576 -4.49257 -4.02753
43 C 0.96513 4.02081 2.32892
44 C -1.02683 4.90012 1.64298
45 C -0.56153 9.20921 2.36503
46 C -7.20229 -1.92953 5.41465
47 C 4.09830 1.34416 0.19413
48 C -11.65057 -0.56576 4.55026
49 C 5.74105 0.47965 -1.55020
50 C -11.83155 -1.25296 2.37852
51 C 2.98313 1.71522 -0.85865
52 C 4.84517 3.29098 4.79122
53 C -8.62090 -1.55230 5.76741
54 C -1.79555 1.21208 -8.84485
55 C -0.68022 0.62576 -7.99513
56 C -2.58983 -0.87794 1.85484
57 C 0.04521 2.84431 2.09715
58 C -1.73146 2.68452 -8.48774
59 C 6.62304 -9.19800 -1.94334
60 C -1.02849 3.44803 1.20767
61 C 0.27812 1.78639 -7.88509
62 C 1.07757 0.54623 -4.37672
63 C -8.42450 -0.29544 6.59211
64 C -7.05799 -0.52541 7.20872
65 C 2.00284 -0.30345 -2.28041
66 C -1.36801 7.99001 2.74541
67 C 0.55664 9.18593 3.39478
68 C -4.44512 -2.33481 1.91726
69 C -13.11107 -0.42828 4.18754
70 C -4.07957 -1.83772 3.30072
71 C -3.17063 -2.07170 1.12982
72 C 5.90917 -1.91695 -2.62739
73 H -1.67030 5.07710 2.50573
74 H -9.20370 -1.35945 4.87705
75 H 6.05449 -2.87945 -0.62754
76 H 4.04867 -3.40723 -4.02188
77 H -3.38153 -1.83355 0.08949
78 H 7.51618 -9.52582 0.01742
79 H -4.94606 -1.47829 3.84717
80 H 3.58984 1.15054 1.16851
81 H 1.93444 -0.07984 -0.01781
82 H 7.66549 -8.65711 -3.76874
83 H 7.17252 -1.06944 -0.98767
84 H -0.17861 9.12326 1.35055
85 H 3.38013 1.92936 -1.87438
86 H 0.29111 -1.92915 -1.06090
87 H 2.10563 -1.35719 -1.94732
88 H 4.05903 1.29707 4.43188
89 H 6.37399 1.33977 -1.23057
90 H -2.18944 -1.18779 -3.48004
91 H -2.17535 -3.12666 -2.58499
92 H 3.26519 2.56164 3.47040
93 H 0.56958 2.02903 1.60117
94 H 5.80932 -8.57588 -2.32364
95 H 0.90383 1.08425 -0.91815
96 H 6.15416 -8.38555 0.01571
97 H 4.36800 -2.83884 -1.26468
98 H -2.77230 0.76594 -8.65878
99 H 5.77469 -5.11039 -1.14142
100 H -11.55970 -2.16124 1.84307
101 H -2.31454 2.92139 -7.59423
102 H -11.71191 -0.39869 1.70770
103 H 0.69754 -0.05136 -5.23815
104 H -5.25986 -1.73041 1.50958
105 H -1.20781 -0.97483 -1.19738
106 H 5.54280 2.81901 5.48923
107 H -1.32460 5.56934 0.84025
108 H 2.45143 2.63934 -0.51848
109 H -13.74878 -0.76412 5.00221
110 H -8.39223 0.57478 5.93242
111 H -2.46938 -2.90578 1.19780
112 H -1.32007 -0.65506 -4.77066
113 H 1.70610 2.76699 -5.53023
114 H 6.56490 -2.37352 -3.40378
115 H -13.31875 0.61501 3.94247
116 H 0.95865 10.17104 3.63153
117 H -4.76258 -3.37672 1.90510
118 H 0.60390 7.96198 5.19181
119 H 4.17927 -0.77397 -0.52557
120 H -9.20728 -0.12754 7.32917
121 H -7.11163 -1.10195 8.13636
122 H 4.11759 3.85536 5.37480
123 H 5.12102 0.82120 -2.40659
124 H 6.29535 -10.23706 -1.97850
125 H 7.46082 -0.36259 -2.63417
126 H -3.57736 -2.60287 3.89818
127 H -1.56031 1.07654 -9.90387
128 H -1.02654 0.35682 -6.99530
129 H -2.06678 3.32099 -9.30639
130 H -0.35731 2.51410 3.05708
131 H -2.00207 2.96972 1.30616
132 H 2.15404 0.76873 -4.54263
133 H -14.00638 -1.03455 2.27135
134 H 4.99729 4.92322 3.36012
135 H 6.52413 4.55035 4.22229
136 H -0.72208 3.37330 0.16128
137 H 1.37861 8.56639 3.02901
138 H -9.06710 -2.35859 6.35354
139 H 3.49844 -5.04104 -4.51994
140 H 8.58255 -9.76718 -2.70091
141 H -0.64982 9.21911 5.21115
142 H 4.80464 2.20379 0.23778
143 H -0.20789 -0.22665 -8.47791
144 H 6.47111 -4.55247 -2.71818
145 H 2.95438 0.01227 -2.75820
146 H 5.30587 -4.59539 -4.56297
147 H -1.19087 10.09591 2.46417
148 H 5.57713 -0.21222 0.54094
149 H -6.53263 0.40864 7.40487
150 H 5.00717 -1.48388 -3.13262
151 H -13.43382 -2.35547 3.29147

The HOMO energy is -4.30 eV. Its relative energy (zero: lowest compared OMol25 entry of this formula, charge and spin) is 0.00 kJ/mol. As for the net charge: -1. The value obtained for the total energy is -99081.4308 eV.

Atom charges from the Mulliken analysis, given in e for atoms 1 to 99:
1. O -0.5429
2. O -0.7967
3. O -0.3655
4. O -0.6427
5. O -0.5806
6. O -0.3777
7. O -0.6162
8. O -0.3626
9. O -0.4011
10. O -0.3663
11. O -0.3412
12. O -0.1809
13. O -0.4405
14. O -0.6179
15. O -0.3672
16. O -0.5809
17. O -0.4849
18. O -0.5953
19. O -0.5300
20. O -0.3330
21. O -0.2030
22. O -0.6150
23. N -0.6058
24. N 0.9058
25. C 0.4597
26. C 0.0169
27. C -0.6434
28. C -0.5094
29. C -0.4555
30. C -0.0747
31. C -1.2685
32. C -0.3716
33. C 1.2830
34. C -1.0082
35. C -0.4001
36. C -0.5118
37. C -0.1399
38. C 0.4141
39. C 0.0351
40. C 0.5293
41. C -0.4237
42. C -0.3553
43. C 0.2907
44. C -0.6135
45. C -0.4858
46. C 0.4941
47. C -0.4666
48. C 0.5253
49. C -0.4265
50. C -0.4709
51. C -0.7695
52. C -0.6172
53. C 0.0972
54. C -0.5912
55. C -0.0392
56. C 0.3629
57. C 0.1407
58. C -0.4310
59. C -0.4273
60. C -0.4466
61. C 0.5631
62. C -0.8748
63. C -0.4622
64. C -0.4957
65. C -0.3765
66. C 0.6453
67. C -0.4749
68. C -0.6911
69. C -0.4428
70. C -0.0074
71. C -0.0833
72. C -0.0773
73. H 0.3135
74. H -0.0598
75. H 0.4920
76. H -0.0377
77. H 0.2556
78. H 0.2936
79. H -0.0847
80. H 0.0427
81. H 0.2965
82. H 0.2688
83. H 0.3854
84. H 0.2656
85. H 0.4719
86. H -0.1784
87. H 0.2096
88. H 0.3949
89. H 0.3681
90. H 0.3199
91. H 0.3333
92. H -0.4092
93. H -0.0896
94. H 0.1981
95. H 0.2780
96. H 0.3189
97. H -0.0959
98. H 0.3440
99. H 0.2307

***

Record 3
A structure of composition C4H12Cl3N4O2Rh in a non-equilibrium geometry. Source: the OMol25 dataset; level of theory: ωB97M-V/def2-TZVPD.

Cartesian coordinates (Å):
1 Rh 0.49808 -0.12630 -0.08068
2 Cl 1.65548 -0.21130 4.63382
3 Cl -1.26522 0.07350 4.62772
4 Cl 0.42288 2.42550 4.35052
5 O 0.77128 1.31580 1.73902
6 O -0.03732 -0.68650 2.07592
7 N 2.62428 -0.60470 -0.80688
8 N -1.04162 1.11580 -1.21748
9 N -0.91062 -1.74180 -0.91458
10 N 2.36258 0.75510 -1.13408
11 C -1.79542 0.22600 -2.10118
12 C 0.26278 0.71020 4.04032
13 C -2.13882 -1.06750 -1.35618
14 C 0.33458 0.42210 2.45302
15 H -2.72372 0.70240 -2.43868
16 H -0.68232 1.92770 -1.71978
17 H 3.34158 -0.71680 -0.08338
18 H -1.12402 -2.42140 -0.18268
19 H -2.74612 -0.83600 -0.47628
20 H -1.18662 0.01540 -2.98508
21 H 2.85658 -1.18920 -1.61278
22 H -1.63692 1.45760 -0.45738
23 H 2.85288 1.41890 -0.52778
24 H 2.51648 0.99130 -2.11458
25 H -2.73042 -1.70970 -2.01988
26 H -0.48022 -2.24600 -1.69088

The HOMO energy (spin up / spin down) is -16.29 / -16.28 eV. Its relative energy (zero: lowest compared OMol25 entry of this formula, charge and spin) is 57.50 kJ/mol. As for the net charge: +2. As for the spin multiplicity: 5. The value obtained for the total energy is -54953.8861 eV.

In elementary charge units, the Mulliken charges are:
1. Rh 0.6649
2. Cl -0.0773
3. Cl -0.0756
4. Cl -0.0614
5. O -0.5973
6. O -0.5553
7. N -0.3870
8. N -0.3987
9. N -0.3786
10. N -0.2793
11. C -0.4607
12. C 0.7352
13. C -0.4878
14. C 0.6779
15. H 0.3803
16. H 0.2545
17. H 0.2802
18. H 0.2758
19. H 0.3698
20. H 0.3337
21. H 0.2623
22. H 0.3033
23. H 0.2887
24. H 0.2676
25. H 0.3818
26. H 0.2830